[1]
{"formula": "C23H30N4O4S", "method": "the ωB97M-V functional and the def2-TZVPD basis", "species": ["O", "C", "N", "C", "O", "N", "H", "C", "C", "C", "C", "C", "C", "H", "H", "H", "H", "H", "H", "H", "H", "H", "H", "H", "H", "C", "N", "C", "C", "N", "S", "O", "O", "C", "C", "C", "C", "C", "C", "C", "C", "C", "C", "H", "H", "H", "H", "H", "H", "H", "C", "C", "H", "H", "H", "H", "H", "H", "H", "H", "H", "H"], "coordinates": [[-3.035, -1.160, 1.189], [-3.360, -1.533, 0.079], [-3.631, -0.696, -0.952], [-3.356, 0.699, -1.071], [-3.640, 1.240, -2.116], [-2.857, 1.282, 0.021], [-2.506, 0.683, 0.762], [-2.338, 2.635, -0.026], [-0.919, 2.660, -0.603], [-0.367, 4.082, -0.609], [-0.372, 4.657, 0.804], [-1.785, 4.639, 1.377], [-2.341, 3.218, 1.384], [-3.357, 3.212, 1.782], [-1.721, 2.581, 2.019], [-1.780, 5.038, 2.394], [-2.430, 5.278, 0.770], [0.013, 5.680, 0.792], [0.283, 4.057, 1.439], [0.649, 4.082, -1.009], [-0.985, 4.707, -1.258], [-0.942, 2.251, -1.614], [-0.284, 2.014, 0.008], [-3.003, 3.209, -0.682], [-3.918, -1.088, -1.839], [-3.530, -3.027, -0.236], [-2.319, -3.818, -0.180], [-1.347, -3.553, -1.237], [0.068, -3.327, -0.686], [0.059, -2.474, 0.480], [-0.052, -0.850, 0.099], [-0.382, -0.121, 1.288], [-0.843, -0.628, -1.082], [1.654, -0.506, -0.310], [2.617, -0.799, 0.611], [3.970, -0.513, 0.331], [5.003, -0.800, 1.248], [6.303, -0.509, 0.946], [6.630, 0.082, -0.286], [5.652, 0.372, -1.195], [4.299, 0.085, -0.916], [3.268, 0.376, -1.836], [1.965, 0.086, -1.539], [1.156, 0.300, -2.220], [3.527, 0.835, -2.779], [5.900, 0.827, -2.143], [7.663, 0.306, -0.507], [7.090, -0.729, 1.652], [4.743, -1.253, 2.194], [2.333, -1.245, 1.551], [-0.729, -2.984, 1.591], [-1.734, -4.053, 1.120], [-1.223, -5.022, 1.065], [-2.537, -4.136, 1.853], [-1.239, -2.135, 2.044], [-0.047, -3.423, 2.330], [0.685, -2.839, -1.442], [0.538, -4.275, -0.408], [-1.334, -4.410, -1.926], [-1.634, -2.661, -1.797], [-4.220, -3.438, 0.508], [-3.969, -3.166, -1.228]], "forces_ev_per_a": [[0.09, -0.06, 0.25], [-0.49, -0.39, -0.23], [-0.13, 0.13, -0.36], [-0.37, -0.32, 0.32], [0.04, 0.23, -0.45], [0.18, 0.07, 0.36], [-0.22, -0.03, -0.09], [0.13, 0.01, -0.06], [-0.21, 0.19, -0.21], [0.17, -0.18, 0.19], [-0.16, 0.23, -0.20], [0.22, -0.20, 0.18], [-0.22, 0.22, -0.25], [-0.01, -0.09, 0.04], [0.03, -0.06, 0.11], [-0.07, 0.06, -0.02], [-0.06, 0.07, 0.01], [0.07, -0.02, 0.06], [0.09, 0.00, 0.06], [-0.02, 0.05, -0.08], [0.01, 0.07, -0.08], [0.01, -0.07, -0.02], [0.02, 0.05, 0.02], [0.10, 0.01, 0.12], [0.08, 0.06, 0.17], [0.04, -0.11, 0.10], [-0.07, 0.43, 0.08], [0.05, -0.33, -0.30], [-0.04, -0.18, -0.46], [-0.21, 1.09, -0.18], [0.78, -0.32, 0.14], [0.13, -0.15, 0.30], [0.42, -0.11, -0.11], [-0.38, -0.19, 0.19], [-0.05, 0.02, -0.01], [-0.06, 0.15, -0.30], [0.23, 0.00, 0.07], [-0.20, -0.14, 0.25], [-0.08, 0.12, -0.30], [0.24, 0.00, 0.06], [-0.11, -0.12, 0.25], [-0.20, -0.02, 0.05], [0.04, 0.14, -0.29], [-0.03, 0.06, -0.16], [0.00, 0.04, -0.10], [0.04, 0.04, -0.09], [0.07, 0.03, -0.05], [0.03, -0.03, 0.08], [0.00, -0.05, 0.11], [0.05, -0.10, 0.16], [-0.22, 0.06, 0.68], [0.20, -0.09, 0.01], [-0.04, 0.03, 0.17], [0.07, -0.06, 0.04], [0.01, -0.27, 0.10], [-0.10, -0.01, -0.03], [0.05, -0.27, -0.13], [0.04, 0.10, -0.05], [0.13, 0.15, -0.06], [0.00, -0.15, 0.00], [-0.04, 0.13, -0.11], [-0.09, 0.04, 0.05]], "lowdin_charge": [0.06, -0.43, 0.18, -0.53, 0.08, 0.13, 0.10, -0.30, -0.15, -0.19, -0.21, -0.20, -0.15, 0.12, 0.12, 0.11, 0.11, 0.11, 0.11, 0.11, 0.12, 0.12, 0.10, 0.16, 0.15, -0.09, -0.15, -0.15, -0.17, -0.22, 0.69, -0.27, -0.27, -0.26, 0.01, -0.15, -0.03, -0.08, -0.08, -0.03, -0.16, -0.01, -0.05, 0.11, 0.12, 0.11, 0.10, 0.10, 0.11, 0.13, -0.16, -0.15, 0.12, 0.13, 0.09, 0.12, 0.12, 0.13, 0.12, 0.10, 0.13, 0.12], "orbital_gap_ev": 8.382, "e_above_lowest_ev": 1.6376, "multiplicity": 1, "total_energy_ev": -49324.9991, "lumo_ev": -0.016}



[2]
{"formula": "C6H6FOP", "method": "the ωB97M-V functional and the def2-TZVPD basis", "species": ["C", "C", "C", "C", "C", "C", "O", "F", "P", "H", "H", "H", "H", "H", "H"], "coordinates": [[1.792, -0.553, 0.358], [0.951, -1.449, -0.210], [1.398, 0.698, 0.489], [-0.353, -1.098, -0.463], [0.169, 1.168, 0.087], [-0.859, 0.173, -0.321], [-0.003, 2.583, 0.058], [-3.121, -0.631, 0.691], [-2.711, 0.458, -0.507], [2.826, -0.851, 0.617], [1.370, -2.508, -0.289], [2.019, 1.367, 1.097], [-0.924, -2.017, -0.691], [0.467, 3.053, 0.753], [-3.021, -0.392, -1.668]], "forces_ev_per_a": [[2.47, -2.34, -0.26], [1.02, -2.61, 0.10], [-0.17, 3.70, 1.62], [-0.23, -2.34, -0.24], [-1.86, 0.36, -0.44], [0.90, 2.45, -0.05], [-1.22, -2.03, -0.38], [0.12, 0.70, -1.09], [0.55, -0.61, 0.75], [-0.79, 0.21, 0.07], [-1.16, 1.42, -0.21], [0.01, 0.17, -0.71], [-0.52, 1.14, -0.18], [0.27, -0.47, 0.14], [0.61, 0.26, 0.88]], "lowdin_charge": [-0.13, -0.12, -0.08, -0.15, -0.23, -0.33, 0.00, -0.41, 0.91, 0.13, 0.13, 0.13, 0.12, 0.09, -0.06], "orbital_gap_ev": 9.486, "e_above_lowest_ev": 1.3777, "multiplicity": 1, "total_energy_ev": -20372.1640, "lumo_ev": 0.420}